Entry 1:
115
Properties=species:S:1:pos:R:3:forces:R:3:mulliken_charge:R:1 method="wB97M-V/def2-TZVPD" de_lowest_kcal_mol=42.6 charge=0 multiplicity=1 energy_ev=-106242.2094 e_homo_ev=-7.334 orbital_gap_ev=7.2
Cs 0.434 -0.121 -0.509 3.1 0.8 2.5 1.69
N -2.453 1.293 1.816 -0.1 0.0 0.0 0.04
N -3.442 1.351 0.810 0.1 0.0 0.0 -0.33
C -3.584 0.229 -0.053 -0.2 -0.3 0.2 -0.64
N -4.680 0.381 -0.897 0.0 0.2 -0.1 -0.44
N -2.331 -0.163 -0.545 -0.4 -0.1 -0.1 -0.29
N -2.209 -0.782 -1.682 -0.7 -0.3 -0.6 1.53
O -1.063 -1.244 -1.921 -2.3 -1.5 -1.8 -1.08
O -3.102 -0.899 -2.553 0.2 0.1 0.3 -0.85
H -1.554 1.405 1.360 0.0 0.1 0.1 -0.01
H -2.467 0.356 2.228 0.0 0.0 0.0 0.06
H -4.332 1.588 1.228 0.0 0.1 0.0 0.26
H -5.562 0.381 -0.409 0.0 -0.1 0.0 0.28
H -4.644 -0.242 -1.691 0.0 0.0 0.0 0.28
C -1.042 2.381 -3.091 0.0 -0.1 0.1 -0.68
C -0.078 1.243 -3.318 0.0 0.2 -0.5 0.59
N -0.399 0.410 -4.337 0.0 0.0 0.0 -0.31
O 0.944 1.095 -2.657 0.2 0.8 -1.5 -0.78
H -1.014 3.054 -3.948 0.0 0.0 0.0 0.40
H -0.761 2.922 -2.190 0.0 0.0 0.0 -0.08
H -2.060 1.997 -2.986 0.0 0.0 0.0 0.34
H -1.352 0.379 -4.659 0.0 0.0 0.1 0.24
H 0.099 -0.465 -4.373 0.0 0.0 0.0 0.24
N 0.841 0.223 2.186 0.1 0.4 0.7 0.44
S 0.287 -1.193 2.579 0.4 -0.2 1.0 1.14
C 1.602 -2.148 3.373 -0.1 0.0 -0.1 -0.04
C 2.330 -1.592 4.418 0.0 0.0 0.0 -0.33
C 3.380 -2.305 4.968 0.0 0.0 0.0 -0.63
C 3.691 -3.573 4.481 0.0 0.0 0.0 -0.67
C 2.953 -4.123 3.447 0.0 0.0 0.0 -0.54
C 1.904 -3.404 2.882 -0.1 0.0 0.0 -0.22
C -0.725 -1.046 4.065 -0.1 -0.1 -0.2 0.52
C -1.150 -2.198 4.716 0.0 0.0 0.0 -0.86
C -1.935 -2.080 5.849 0.0 0.0 0.0 -0.72
C -2.293 -0.822 6.321 0.0 0.0 0.0 -0.73
C -1.873 0.318 5.655 0.0 0.0 0.0 -0.97
C -1.087 0.210 4.513 0.1 0.0 0.0 -0.22
H 1.196 0.728 2.997 0.0 -0.1 0.2 -0.99
H 2.067 -0.614 4.805 0.0 0.0 0.0 0.36
H 3.949 -1.881 5.786 0.0 0.0 0.0 0.45
H 4.513 -4.129 4.914 0.0 0.0 0.0 0.40
H 3.196 -5.108 3.069 0.0 0.0 0.0 0.45
H 1.331 -3.815 2.061 0.0 0.0 0.0 0.44
H -0.866 -3.176 4.346 0.0 0.0 0.0 0.37
H -2.270 -2.971 6.364 0.0 0.0 0.0 0.43
H -2.910 -0.734 7.206 0.0 0.0 0.0 0.40
H -2.162 1.297 6.009 0.0 0.1 0.0 0.53
H -0.776 1.094 3.970 0.0 0.0 0.0 0.86
N 4.652 -6.067 -3.214 0.0 0.0 0.0 -0.47
C 4.572 -5.134 -2.549 0.0 0.0 0.0 -0.03
C 4.480 -3.972 -1.708 0.0 0.0 0.0 0.18
C 5.323 -2.881 -1.899 0.0 0.0 -0.1 -0.24
C 5.205 -1.800 -1.046 0.0 0.0 0.0 -0.83
C 4.257 -1.854 -0.036 0.0 0.0 0.0 -0.31
N 3.439 -2.888 0.148 -0.1 0.0 -0.1 -0.06
C 3.548 -3.923 -0.674 0.0 0.0 0.0 -0.16
H 6.050 -2.892 -2.700 0.0 0.0 0.0 0.50
H 5.839 -0.932 -1.161 0.0 0.0 0.0 0.43
H 4.142 -1.034 0.668 0.0 0.0 0.0 0.49
H 2.871 -4.755 -0.513 0.0 0.0 0.0 0.49
S -4.066 -1.346 1.363 0.0 0.1 -0.1 -0.31
C -3.442 -2.755 0.503 0.0 0.0 0.0 -0.02
C -4.126 -3.292 -0.589 0.1 0.0 0.1 -0.34
C -3.603 -4.369 -1.290 0.0 0.0 0.0 -0.61
C -2.397 -4.938 -0.904 0.0 0.0 0.0 -0.61
C -1.720 -4.426 0.194 0.0 0.0 0.0 -0.65
C -2.239 -3.344 0.891 0.0 0.0 0.0 0.19
H -5.066 -2.847 -0.888 0.0 0.0 0.0 0.39
H -4.142 -4.766 -2.141 0.0 0.0 0.0 0.38
H -1.992 -5.779 -1.453 0.0 0.0 0.0 0.39
H -0.783 -4.871 0.509 0.0 0.0 0.0 0.46
H -1.718 -2.942 1.749 0.0 0.0 0.0 0.43
C 1.976 3.125 4.556 0.0 0.0 0.0 -1.35
C 3.484 3.403 4.540 0.0 -0.1 -0.1 2.94
C 3.905 3.605 6.005 0.0 0.0 0.0 -2.22
C 4.238 2.155 4.047 0.0 0.2 0.0 -2.04
C 3.889 4.663 3.694 0.0 0.0 0.0 1.87
O 5.308 4.858 3.884 0.0 -0.1 0.0 -0.68
C 3.224 5.991 4.120 -0.1 0.0 0.1 -1.30
C 1.894 6.480 3.523 0.0 0.0 0.0 -1.43
C 0.622 5.954 4.137 0.0 0.0 0.0 -0.01
C 0.326 6.202 5.475 0.0 0.0 0.0 -0.01
C -0.840 5.728 6.055 0.0 0.0 0.0 -0.94
C -1.727 4.995 5.283 0.0 0.0 0.0 0.43
Cl -3.202 4.419 6.004 0.0 -0.1 0.0 -0.22
C -1.467 4.739 3.948 0.0 0.0 0.0 -1.08
C -0.296 5.230 3.384 0.0 0.0 0.0 0.45
C 3.907 4.517 2.147 0.0 -0.1 0.1 -2.73
N 2.696 4.208 1.399 0.1 -0.1 0.0 1.47
C 2.149 3.020 1.083 -0.1 0.1 0.2 -0.30
N 1.096 3.184 0.317 -0.2 0.0 -0.2 0.06
C 1.056 4.529 0.146 0.1 0.0 -0.1 -0.65
N 2.011 5.188 0.764 -0.1 -0.2 -0.2 -1.12
H 1.806 2.147 5.016 0.0 0.0 0.0 0.66
H 1.523 3.117 3.566 0.0 0.0 0.0 -0.18
H 1.441 3.860 5.159 0.0 -0.1 -0.1 0.16
H 3.567 2.746 6.588 0.0 0.0 0.0 0.49
H 3.451 4.491 6.453 0.0 0.0 0.0 0.36
H 4.989 3.662 6.117 0.0 0.0 0.0 0.55
H 4.110 1.347 4.771 0.0 0.0 0.0 0.52
H 5.305 2.358 3.949 0.0 0.0 0.0 0.38
H 3.869 1.788 3.093 -0.1 0.0 -0.2 0.12
H 5.450 5.208 4.770 0.0 0.0 0.0 0.52
H 3.969 6.742 3.848 0.0 0.0 0.0 0.44
H 3.155 6.011 5.211 0.0 0.1 0.0 0.34
H 1.877 6.311 2.447 0.0 0.2 0.3 0.60
H 1.895 7.566 3.658 0.0 0.0 0.0 0.47
H 1.011 6.790 6.077 0.0 0.0 0.0 0.41
H -1.068 5.935 7.092 0.0 0.0 0.0 0.44
H -2.170 4.168 3.354 0.0 0.0 0.0 0.48
H -0.094 5.035 2.336 0.0 0.0 0.1 0.50
H 4.663 3.776 1.900 0.0 -0.1 0.0 0.50
H 4.258 5.473 1.766 0.0 0.0 -0.1 0.41
H 2.513 2.067 1.428 0.1 0.0 0.1 0.26
H 0.311 5.032 -0.450 0.0 0.0 0.0 0.41

Entry 2:
100
Properties=species:S:1:pos:R:3:forces:R:3:mulliken_charge:R:1 method="wB97M-V/def2-TZVPD" charge=+1 multiplicity=1 energy_ev=-61792.1725 e_homo_ev=-8.591 orbital_gap_ev=3.6
C 1.087 -4.724 0.641 -0.1 -0.1 -0.1 -1.50
C 0.570 -3.480 1.360 -0.4 0.0 0.3 0.72
C 1.588 -3.022 2.398 0.0 0.1 0.0 -1.55
C -0.771 -3.774 2.042 0.3 0.3 -0.3 0.50
C -0.841 -4.742 3.040 -0.2 -0.2 0.1 -0.07
C -2.075 -5.112 3.576 0.1 0.3 -0.1 -1.59
C -3.232 -4.465 3.137 0.1 -0.2 0.1 -0.89
C -3.192 -3.469 2.164 -0.2 0.2 -0.2 0.85
C -4.522 -2.859 1.679 0.5 0.1 0.3 2.05
C -5.458 -2.520 2.852 0.1 0.0 0.0 -1.69
C -5.220 -3.791 0.686 0.0 -0.3 -0.1 -1.17
C -1.935 -3.117 1.632 -0.1 0.2 -0.4 -0.75
N -1.825 -2.163 0.538 0.1 0.2 1.6 1.17
P -1.619 -0.435 0.707 0.1 -0.6 -0.8 -0.24
H -0.155 -0.181 0.309 -0.8 -0.5 0.1 -0.19
N -2.364 -0.278 -0.855 -0.4 1.5 0.5 0.83
C -3.011 0.916 -1.361 0.0 -0.5 0.1 -0.74
C -2.237 1.812 -2.100 0.4 -0.2 0.0 0.51
C -0.743 1.547 -2.324 -0.5 0.1 0.2 1.09
C 0.055 2.694 -1.722 0.2 0.2 0.1 -1.07
C -0.437 1.389 -3.810 -0.1 0.0 -0.2 -1.52
C -2.834 2.942 -2.653 -0.3 -0.1 0.0 -0.42
C -4.209 3.139 -2.525 0.2 0.0 0.1 -1.59
C -4.974 2.218 -1.809 0.0 0.1 -0.1 -0.87
C -4.400 1.095 -1.217 -0.2 -0.2 0.1 0.99
C -5.315 0.085 -0.493 0.4 0.4 0.1 1.90
C -6.022 -0.827 -1.497 -0.1 0.0 -0.3 -1.19
C -6.343 0.794 0.405 0.1 0.1 -0.1 -1.72
C -2.658 -1.483 -1.464 0.0 -1.5 0.1 -0.69
C -2.362 -2.539 -0.681 -0.4 0.5 -1.4 -1.10
H 0.352 -5.107 -0.078 0.2 0.1 0.2 0.35
H 2.012 -4.492 0.100 -0.1 -0.1 0.1 0.44
H 1.302 -5.513 1.375 0.0 0.1 -0.3 0.31
H 0.415 -2.681 0.627 0.0 -0.2 0.1 0.09
H 1.225 -2.144 2.946 0.1 -0.2 0.0 0.37
H 1.778 -3.835 3.111 0.1 0.3 -0.1 0.28
H 2.530 -2.761 1.904 0.0 -0.1 0.1 0.43
H 0.087 -5.211 3.376 -0.4 0.0 -0.1 0.34
H -2.138 -5.902 4.326 0.0 0.3 -0.2 0.36
H -4.200 -4.729 3.562 0.3 -0.1 -0.1 0.28
H -4.290 -1.920 1.165 0.1 -0.3 0.1 -0.86
H -4.925 -1.958 3.630 -0.1 -0.1 -0.2 0.41
H -6.296 -1.905 2.502 0.1 -0.1 0.0 0.34
H -5.879 -3.431 3.302 0.1 0.3 -0.1 0.40
H -4.584 -4.000 -0.184 -0.2 0.0 0.2 0.15
H -5.456 -4.751 1.172 0.0 0.3 -0.2 0.38
H -6.158 -3.352 0.320 0.2 -0.1 0.1 0.40
H -0.469 0.617 -1.815 -0.1 0.2 -0.1 0.20
H -0.253 2.896 -0.687 0.1 0.0 -0.3 0.40
H 1.122 2.452 -1.719 -0.2 0.1 0.0 -0.05
H -0.088 3.606 -2.320 0.1 -0.1 0.2 0.29
H -1.035 0.582 -4.254 0.2 0.2 0.1 0.36
H -0.671 2.324 -4.342 0.1 -0.3 0.0 0.27
H 0.623 1.153 -3.969 -0.1 0.0 0.0 0.37
H -2.205 3.653 -3.191 -0.3 -0.1 0.0 0.33
H -4.686 4.006 -2.986 0.1 -0.2 0.2 0.34
H -6.046 2.365 -1.692 0.2 0.1 -0.2 0.28
H -4.685 -0.536 0.154 0.0 0.2 -0.2 -0.83
H -5.304 -1.376 -2.119 -0.2 0.1 0.2 0.13
H -6.658 -1.563 -0.986 0.1 0.2 -0.1 0.41
H -6.660 -0.224 -2.163 0.2 -0.2 0.2 0.38
H -5.859 1.546 1.040 -0.1 -0.1 -0.1 0.40
H -7.116 1.289 -0.201 0.2 -0.1 0.2 0.40
H -6.846 0.069 1.057 0.1 0.1 -0.2 0.36
H -3.140 -1.495 -2.434 0.2 0.0 0.1 0.73
H -2.577 -3.578 -0.883 0.3 0.1 0.0 0.68
C 7.949 0.230 4.572 0.3 0.2 0.4 -0.38
C 6.817 -0.506 3.851 -0.1 -0.6 0.0 -0.60
C 6.376 0.478 2.813 -0.1 0.7 -0.4 0.84
C 7.264 1.584 2.875 0.3 -0.5 0.6 0.26
O 8.215 1.484 3.839 -1.5 -0.4 -1.1 -0.48
C 7.171 2.647 1.977 0.2 0.2 0.0 -1.23
C 6.184 2.606 1.020 -0.2 0.0 0.0 -0.71
C 5.185 1.565 0.984 -0.1 0.2 0.0 0.92
C 4.110 1.555 0.051 1.4 0.5 -0.1 -0.68
C 3.862 2.620 -0.860 -0.5 0.7 0.0 1.10
C 3.465 2.323 -2.195 0.0 0.1 -0.3 -1.07
C 3.407 3.325 -3.145 0.0 0.3 0.9 0.98
C 3.666 4.665 -2.765 -0.1 -0.2 -0.6 0.25
O 3.538 5.559 -3.778 0.0 -1.4 0.8 -0.50
C 3.078 4.807 -4.960 -0.1 0.5 -0.3 -0.44
C 3.056 3.319 -4.596 0.0 -0.4 -0.5 -0.42
C 4.004 4.999 -1.451 -0.2 0.5 -0.1 -0.98
C 4.038 4.002 -0.505 0.7 -0.6 -0.1 -0.87
C 5.343 0.480 1.897 0.3 -0.2 0.5 -1.00
H 7.667 0.502 5.599 0.2 0.0 -0.3 0.28
H 8.887 -0.334 4.583 -0.2 0.2 0.0 0.29
H 7.197 -1.427 3.387 -0.2 0.2 0.1 0.25
H 6.006 -0.785 4.535 0.2 0.1 -0.1 0.33
H 7.883 3.467 2.050 -0.1 -0.2 -0.2 0.45
H 6.186 3.384 0.256 0.0 -0.3 0.3 0.62
H 3.562 0.625 -0.079 0.0 0.0 0.0 0.52
H 3.250 1.289 -2.470 0.1 0.2 0.0 0.34
H 2.081 5.188 -5.224 0.4 0.0 0.1 0.33
H 3.782 5.030 -5.770 -0.2 0.0 0.2 0.27
H 3.801 2.767 -5.186 -0.2 0.1 0.2 0.32
H 2.074 2.871 -4.796 0.3 0.1 0.1 -0.01
H 4.214 6.039 -1.214 -0.2 -0.2 0.1 0.47
H 4.281 4.251 0.529 -0.3 0.0 -0.3 0.89
H 4.630 -0.347 1.874 0.2 0.2 0.0 0.66